# 1
Formula: C33H25N3O4S4W
Source: the OMol25 dataset
Level of theory: ωB97M-V/def2-TZVPD

```
70
Properties=species:S:1:pos:R:3:forces:R:3
C -4.21645 0.81233 -0.77745 -0.04 0.13 0.16
C 4.68719 -2.93097 1.55449 0.02 0.04 0.14
H -3.59089 4.96959 -3.07065 0.02 0.00 0.01
H 4.71525 -2.27170 0.68956 -0.06 0.05 -0.05
O 0.21303 0.95562 -1.52804 -1.11 1.08 0.21
H -0.33885 -4.50073 -3.53098 0.02 -0.01 0.00
H 0.86392 -3.51805 -5.49230 0.01 0.00 0.02
C 1.86840 -1.41004 -3.07212 0.19 -0.08 -0.05
C -3.29215 0.83810 0.30939 -0.07 0.27 0.01
C -0.22693 1.83674 2.01069 -0.11 0.10 0.03
H 0.23989 3.63627 3.21676 -0.01 -0.10 0.00
O 0.04024 -0.72384 0.55061 -1.19 0.11 0.36
C -1.25414 -0.46260 1.20678 -0.70 0.05 0.20
H -4.42355 -0.35831 -2.62448 0.04 0.03 0.06
C 1.76253 -1.95839 -4.34420 0.02 -0.06 -0.09
H 4.45350 -3.94252 1.23815 -0.02 -0.02 0.02
S -2.50486 -1.01543 -1.26707 -0.06 0.04 0.13
C -0.23235 2.66083 3.16093 0.07 0.21 -0.14
C -2.84747 -3.58367 3.00829 -0.14 0.05 -0.04
H 4.02782 -1.15055 4.63377 -0.03 0.04 -0.02
C -2.75319 3.60450 -4.49885 0.02 -0.03 -0.02
N 0.55768 2.31231 0.84845 -0.06 -0.57 -0.07
C -1.86370 2.56007 -4.71726 -0.03 0.01 0.00
H 2.32500 -1.51914 -5.15648 -0.06 -0.01 -0.02
H -1.09327 2.50574 5.16951 0.00 -0.03 -0.07
H 2.51866 2.21318 0.06622 -0.04 0.10 -0.44
C 3.60346 -0.57325 3.82161 0.08 0.05 0.08
O 2.58816 -1.03404 0.32764 0.13 0.10 1.09
C 2.84162 -0.48425 1.57001 0.26 0.29 0.37
C -0.42136 2.12423 -1.30370 0.08 0.00 -0.01
C -0.82011 -2.75765 2.27650 -0.01 0.04 0.15
C 0.96118 -3.06642 -4.51291 -0.02 -0.03 0.05
H 0.91209 3.20908 1.17330 0.18 0.06 0.08
C 0.27827 -3.62170 -3.41886 0.03 -0.04 -0.17
N 1.18688 -1.93943 -2.02234 0.15 0.20 -0.45
H -5.07336 1.46768 -0.85300 0.05 -0.03 0.00
W 1.25289 -0.28696 -0.67530 1.41 -1.26 -2.16
H 3.51438 1.26862 4.90696 0.00 -0.02 -0.02
H -0.07529 -3.42825 -1.31029 -0.06 0.05 0.02
C -3.90778 -0.12683 -1.70379 0.14 -0.12 -0.04
C -1.11065 2.06760 -3.66626 -0.02 0.02 0.07
C 2.47591 0.85096 1.72011 -0.02 0.25 -0.17
H -0.40967 1.26057 -3.82911 0.02 -0.03 -0.03
C -0.94849 0.67610 2.16135 0.17 -0.21 -0.09
H -3.33821 3.99075 -5.32350 0.00 -0.01 0.03
C 3.40128 -1.21835 2.60944 0.19 -0.23 -0.13
C -1.24207 2.63547 -2.39700 -0.05 -0.25 -0.18
C -1.51328 -3.82369 2.91297 0.17 0.02 0.02
C 1.83602 1.48243 0.48559 0.21 -0.46 0.73
H 5.65705 -2.91908 2.04961 0.01 0.02 0.02
N -0.30677 2.77712 -0.21327 0.05 0.40 0.09
H 0.24989 -2.73710 2.11242 -0.01 -0.04 0.04
S 2.83313 -0.02878 -2.63419 -0.31 0.06 0.38
C -2.30196 -0.08266 0.17908 0.42 -0.19 -0.18
H -3.61075 -4.20826 3.44962 0.07 0.04 -0.02
C 0.40886 -3.03653 -2.19503 -0.10 0.01 0.34
C -2.89201 4.15991 -3.23141 -0.04 0.04 -0.03
H -1.03618 -4.71674 3.29319 -0.04 0.05 -0.04
S -3.29121 -2.08926 2.30527 0.01 0.00 -0.01
H -3.37266 1.51505 1.15233 0.00 -0.06 -0.06
H -1.75664 2.13595 -5.70661 0.00 0.01 0.02
O 3.66644 -2.53947 2.49619 -0.05 -0.10 -0.20
H -2.23124 4.10574 -1.18670 -0.01 0.01 -0.06
H 2.55377 2.54784 3.03841 0.01 -0.03 0.02
C -1.65538 -1.74020 1.91132 0.36 -0.10 -0.21
C -2.13602 3.68238 -2.17878 0.00 0.03 0.13
C -0.92294 2.09860 4.18324 -0.08 -0.08 0.15
C 2.76031 1.49179 2.91452 -0.02 0.12 0.06
C 3.30811 0.77246 3.96779 0.00 0.02 0.02
S -1.55093 0.57928 3.75986 -0.07 0.02 -0.02
```
Forces are in eV/Å.

Calculated values
* maximum force: 2.875 eV Å⁻¹
* DFT total energy: -92437.9174 eV
* E_LUMO: -7.72 eV
* HOMO-LUMO gap: 6.2 eV
* net charge: +2
* molecular weight: 839.69 g/mol

natural (NBO) population analysis, charges in e, atoms 1 to 5: -0.2353 -0.2490 0.2392 0.1786 -0.6444

=====

# 2
Formula: C33H26Br2CrN2O5P
Source: the OMol25 dataset
Level of theory: ωB97M-V/def2-TZVPD

```
70
Properties=species:S:1:pos:R:3:forces:R:3
H -5.24103 -3.19185 4.43460 0.40 0.16 -0.29
C 3.47095 -1.91683 -1.70823 -0.66 0.19 1.60
H -2.32538 2.68094 2.61717 0.02 0.00 -0.01
H 4.34777 -0.43739 0.48046 0.36 0.22 -0.31
C 3.21560 -1.85434 3.80708 0.81 0.20 -0.13
C 4.96407 -1.07947 2.39647 0.10 0.26 -0.58
H -4.27478 -0.31634 -4.50348 0.00 0.02 0.01
H -1.41879 0.91061 1.20154 0.05 -0.04 0.05
C -1.84843 1.47842 -2.97457 -0.07 -0.02 -0.08
C 3.51785 2.67782 -3.87435 0.00 -0.14 -0.17
C 1.42343 1.49056 -3.66642 -0.13 0.14 0.02
C -3.08487 -2.54915 3.47679 0.46 0.09 -0.08
C -1.21022 1.93794 0.95288 -0.17 0.05 -0.06
H -1.47759 2.49619 -2.92261 0.06 -0.04 0.08
Br 2.96409 0.01582 -1.30730 4.64 -5.27 -2.27
N 2.69056 -1.06715 1.53080 3.79 -0.49 1.43
C 1.46177 1.59539 -2.27808 -0.81 2.47 -0.67
C -1.73678 -0.84209 -2.29893 0.21 0.50 -0.06
C -1.16783 -2.01204 -1.49725 0.20 -0.26 -0.79
C 2.59927 2.23782 -1.70205 -1.21 1.96 -0.25
C 0.94162 -1.81248 2.89173 1.22 -0.10 0.43
C 2.43120 2.03036 -4.45606 0.23 -0.11 0.17
C -1.72361 2.94375 1.75576 0.05 -0.09 -0.22
H -3.39826 2.00701 -4.35775 0.01 0.00 0.01
C 2.32978 -1.57764 2.75279 -1.85 -0.12 -0.27
H -0.49636 5.62717 0.10085 0.00 -0.02 -0.01
C -1.22702 0.46991 -2.22897 -0.18 -0.03 -0.46
H 0.61477 0.95855 -4.15348 -0.09 0.08 0.11
H 4.30448 3.08556 -4.49740 -0.03 0.03 -0.01
C -0.19223 3.57685 -0.46277 -0.03 -0.07 -0.14
H -1.86356 5.06365 2.08560 0.02 0.00 -0.01
P 0.21569 0.84337 -1.16908 -1.28 1.42 -0.29
H 6.00925 -0.86534 2.21423 -0.04 0.03 -0.07
C -3.54978 -1.70819 1.29483 0.54 0.13 -0.06
H 2.85504 -2.25636 4.74385 -0.18 -0.01 -0.05
C -5.48385 -2.47028 2.62169 1.12 0.19 -0.20
O 1.04147 0.60084 1.12310 0.38 2.50 0.29
C -4.01580 -2.25152 2.48985 -0.57 -0.10 -0.02
O -1.58560 -3.12904 -1.77286 -0.01 -0.09 0.04
N 0.16269 -1.52868 1.87402 -2.95 -1.45 0.93
H 0.39159 3.85461 -1.33369 0.03 -0.07 0.03
H 0.60027 -2.21120 3.84351 0.12 0.16 -0.17
O -0.32628 -1.75692 -0.57544 -0.58 -0.86 -1.55
C 3.60183 2.77602 -2.49478 -0.27 0.08 -0.01
H 5.26158 -1.80014 4.40738 -0.02 0.00 -0.01
C -1.23865 -1.77225 2.07432 1.28 0.12 -0.03
H -4.24603 -1.45879 0.50347 -0.05 -0.05 0.12
H -3.21496 -2.10461 -3.18542 0.12 0.00 0.10
C 4.02651 -0.83566 1.41080 -0.82 -0.45 0.97
O -5.91987 -2.99817 3.78446 -1.03 -0.23 0.30
C -0.43038 2.23648 -0.16998 -0.17 0.54 -0.28
H -3.36601 -2.97161 4.43607 -0.06 -0.01 0.01
H 3.33571 -2.12850 -2.76650 -0.28 0.16 0.20
H -1.89606 -1.05538 0.18022 -0.14 0.64 -0.12
C -1.73351 -2.31441 3.27546 -0.31 -0.14 0.22
H 2.69561 2.30239 -0.62015 -0.35 0.34 -0.03
H -1.06278 -2.56787 4.08308 -0.19 -0.02 -0.04
C -2.82872 -1.09447 -3.13125 -0.14 -0.07 -0.03
C -0.70024 4.59117 0.34583 -0.02 -0.02 0.05
H 2.37331 1.92825 -5.53299 0.00 0.03 0.01
C 4.54384 -1.60108 3.61911 -0.07 -0.26 0.66
C -2.93509 1.20858 -3.78990 0.05 0.06 0.02
H 4.48619 -2.13746 -1.37632 -0.27 -0.02 0.14
Cr 1.15374 -0.77358 0.19361 -2.21 -0.63 2.26
C -1.46504 4.27667 1.45562 0.02 0.06 0.03
Br 2.09325 -2.94629 -0.59465 2.09 -1.31 -1.84
O -6.26714 -2.19952 1.75212 -0.37 -0.10 0.18
C -3.42539 -0.08714 -3.87152 0.11 -0.10 0.12
C -2.20198 -1.47464 1.09254 -0.85 -0.04 1.08
H 4.45511 3.25322 -2.02939 -0.02 -0.01 0.02
```
Forces are in eV/Å.

Calculated values
* maximum force: 7.384 eV Å⁻¹
* DFT total energy: -225652.7194 eV
* E_LUMO (spin up / spin down): 2.05 / 1.96 eV
* spin multiplicity: 5
* HOMO-LUMO gap (spin up / spin down): 4.6 / 6.2 eV
* net charge: -1
* molecular weight: 773.36 g/mol

natural (NBO) population analysis, charges in e, atoms 1 to 5: 0.4837 -0.4910 0.2079 0.1811 -0.2416

=====

# 3
Formula: C33H26FN2O3S4Tl
Source: the OMol25 dataset
Level of theory: ωB97M-V/def2-TZVPD

```
70
Properties=species:S:1:pos:R:3:forces:R:3
C -3.32469 -0.48290 -3.95074 0.02 -0.03 -0.01
C 3.37778 -0.56792 3.82407 0.14 0.03 0.05
C -3.18816 -2.03711 -1.62081 -0.02 0.02 -0.02
C -2.17453 -0.44173 -3.14087 0.02 0.03 0.03
H -2.01982 1.31899 -6.56925 -0.02 0.02 0.01
O -0.82998 -2.07286 -0.20444 0.06 0.04 0.01
H -0.31520 3.83194 0.77652 -0.01 -0.05 -0.04
S -1.39231 1.91231 2.78346 -0.01 -0.09 -0.19
H 0.71486 1.18492 -2.79216 0.01 -0.03 -0.04
H 1.81860 3.77959 1.21731 0.02 -0.01 0.01
C -0.06300 0.46870 -2.57554 -0.08 0.19 0.07
H 4.46767 -0.56212 3.88198 0.00 -0.06 0.12
Tl -0.38966 -1.19791 2.40188 -0.03 0.05 0.00
C -1.70083 2.21675 1.05741 -0.08 0.17 0.11
H -2.83756 2.97863 -2.56193 -0.04 0.03 0.03
H 3.98339 2.70682 0.59652 0.00 0.00 0.00
C 1.38900 2.29967 2.71259 -0.04 0.09 0.06
H 2.05053 -4.58093 7.11815 0.00 -0.02 0.00
C -4.29794 -2.04758 -2.41689 0.03 0.01 0.01
C 2.32136 -3.39987 5.36511 -0.17 0.04 0.03
C -0.91413 -1.23562 -1.09984 -0.07 -0.09 -0.12
H -3.92433 1.27796 -5.01513 0.01 0.01 0.00
C 0.07470 -0.23546 -1.43263 -0.05 0.03 0.08
H -0.03090 3.92405 2.74163 -0.02 -0.02 0.00
C 2.17086 2.89620 1.73431 -0.02 -0.04 -0.05
H 4.38942 -4.33060 2.81076 -0.02 0.01 -0.01
H 0.82491 0.85699 -5.27058 -0.01 -0.01 -0.02
C 3.77806 1.18498 2.09152 -0.01 -0.04 -0.07
S 1.17746 -2.20680 5.87563 0.06 -0.01 0.00
O 0.99262 0.04476 0.70416 0.21 0.02 0.21
H 0.70664 2.39825 -4.42013 -0.01 0.01 0.01
H 3.51629 -6.43252 6.43748 0.00 -0.01 -0.01
C 0.18936 1.72867 -5.10394 0.02 -0.02 -0.01
H 2.93550 -0.60081 4.82011 -0.11 0.00 -0.06
H -1.48589 -0.26970 -6.00875 -0.01 0.00 -0.03
C 2.93905 0.65533 3.06773 0.04 -0.03 -0.01
H -3.12065 -2.60531 -0.70379 -0.01 0.01 0.00
C -2.50831 2.76900 -1.54815 0.07 -0.04 0.00
O 2.23453 0.66370 -1.06444 0.02 0.04 -0.01
C -1.18214 1.30768 -4.59543 -0.06 0.06 0.02
H 0.07094 2.98940 4.22376 -0.01 -0.05 0.01
C 3.03421 -3.35849 4.14326 0.32 -0.03 -0.21
C 1.22785 0.17764 -0.52114 -0.19 -0.12 -0.10
C 0.07769 2.91241 3.13529 0.07 0.02 0.02
C -1.09347 3.22902 0.32948 0.05 0.02 -0.03
F -5.36810 -2.81572 -2.08826 -0.02 -0.03 0.01
H 4.70736 0.68274 1.85534 0.01 0.00 0.01
C -1.99329 0.65204 -5.70500 0.05 -0.05 0.01
C -2.10587 -1.23600 -1.98929 0.03 0.00 0.02
H -1.72556 2.20478 -4.26774 0.05 -0.02 -0.02
H -0.98305 4.29732 -1.53211 0.00 0.00 0.00
C 3.38926 -5.57826 5.77959 0.02 0.03 -0.04
C -4.37734 -1.29351 -3.57756 0.02 0.02 -0.01
N 1.75990 1.19690 3.36380 0.07 0.05 0.06
N -1.09987 0.38635 -3.45569 0.06 -0.12 -0.07
S 2.87578 -2.07200 2.92829 -0.30 0.04 -0.06
S -3.49712 0.14983 1.37197 0.07 0.00 0.01
C 3.37760 2.30769 1.39948 -0.01 0.02 -0.01
C -3.10941 1.75021 -0.82943 0.01 -0.03 -0.02
C -1.47770 3.50649 -0.97930 0.00 0.00 0.01
H 0.06117 2.25378 -6.05213 0.01 0.01 0.01
C 4.04421 -5.53461 4.54853 0.00 0.00 0.03
H -5.27360 -1.34460 -4.18487 0.00 0.01 0.00
H -3.96866 -0.19656 -5.96873 0.00 0.00 0.00
C -2.72707 1.42604 0.48401 -0.07 -0.07 0.03
C 3.86869 -4.41140 3.75813 0.04 -0.01 0.09
H 4.68378 -6.34506 4.21943 0.00 0.00 0.01
C -3.39363 0.33928 -5.21004 -0.03 0.01 0.01
C 2.57096 -4.53927 6.16870 -0.04 -0.01 0.07
H -3.90821 1.16543 -1.27066 -0.02 -0.02 -0.01
```
Forces are in eV/Å.

Calculated values
* maximum force: 0.385 eV Å⁻¹
* DFT total energy: -94522.4324 eV
* E_LUMO: 3.84 eV
* HOMO-LUMO gap: 5.2 eV
* net charge: -2
* molecular weight: 850.23 g/mol

natural (NBO) population analysis, charges in e, atoms 1 to 5: -0.0652 -0.5699 -0.2007 0.2431 0.2009

=====

- Look up the net charge of the third one.
  -2